H4OS2 | ωB97M-V/def2-TZVPD

Structure (XYZ):
```
7
Properties=species:S:1:pos:R:3:forces:R:3
S 2.453968 0.625167 -0.132834 -1.0 0.8 0.0
S 1.126039 2.273276 0.167096 0.8 -0.7 -0.2
H 1.589638 -0.041973 -0.926784 0.3 0.0 0.1
H 1.628148 3.060226 -0.808144 -0.1 -0.1 0.1
O -2.114491 -1.899762 0.931226 -0.5 -0.2 -1.1
H -1.814611 -1.529342 0.070346 -0.4 -0.4 0.9
H -2.868691 -2.487592 0.699096 0.8 0.6 0.2
```
Positions in Å, forces in eV/Å.

multiplicity = 1
net charge = 0
ΔE to the lowest compared entry with this formula, charge and spin = 0.2176 eV
LUMO energy = 0.1 eV
HOMO level = -9.7324 eV
Kohn-Sham gap = 9.84 eV

Atom charges from the Mulliken analysis, given in e for atoms 1 to 6: atom 1 (S): -0.162, atom 2 (S): -0.184, atom 3 (H): 0.166, atom 4 (H): 0.180, atom 5 (O): -0.643, atom 6 (H): 0.316

***

H4S2 | ωB97M-V/def2-TZVPD

Structure (XYZ):
```
6
Properties=species:S:1:pos:R:3:forces:R:3
S 0.909127 4.113542 0.715316 -0.2 -0.1 0.2
H 0.357618 4.547507 1.863897 0.1 -0.1 -0.2
H 0.143457 3.006577 0.705360 0.1 0.2 0.0
S -0.116566 -3.528779 -1.458548 -0.2 -0.2 0.2
H -1.228575 -3.315083 -0.730899 0.2 0.0 -0.1
H -0.065061 -4.823764 -1.095126 0.0 0.2 -0.1
```
Positions in Å, forces in eV/Å.

multiplicity = 1
net charge = 0
ΔE to the lowest compared entry with this formula, charge and spin = 0.0537 eV
LUMO energy = 0.8 eV
HOMO level = -9.7931 eV
Kohn-Sham gap = 10.59 eV

For each atom in turn, the Mulliken charge in e is: atom 1 (S): -0.290, atom 2 (H): 0.145, atom 3 (H): 0.145, atom 4 (S): -0.291, atom 5 (H): 0.145, atom 6 (H): 0.146

***

H4S2 | ωB97M-V/def2-TZVPD

Structure (XYZ):
```
6
Properties=species:S:1:pos:R:3:forces:R:3
S 1.788516 -0.376752 -0.075537 0.0 0.1 0.0
H 2.729958 0.121161 0.741894 -0.1 0.0 -0.1
H 1.400888 0.842924 -0.486118 0.1 -0.1 0.1
S -2.575706 -0.302129 -0.026381 -0.1 -0.1 0.0
H -1.505172 -1.097410 -0.154172 0.0 0.1 0.0
H -1.838485 0.812208 0.000313 0.1 0.0 0.0
```
Positions in Å, forces in eV/Å.

multiplicity = 1
net charge = 0
ΔE to the lowest compared entry with this formula, charge and spin = 0.0246 eV
LUMO energy = 0.7 eV
HOMO level = -9.7313 eV
Kohn-Sham gap = 10.43 eV

For each atom in turn, the Mulliken charge in e is: atom 1 (S): -0.291, atom 2 (H): 0.145, atom 3 (H): 0.145, atom 4 (S): -0.259, atom 5 (H): 0.135, atom 6 (H): 0.125

***

- Kohn-Sham gap of number 2 (H4S2)?
  10.59 eV